Entry 1:
{
  "formula": "C12H30ClO6",
  "method": "the ωB97M-V functional and the def2-TZVPD basis",
  "elements": ["Cl", "C", "O", "C", "C", "O", "C", "H", "H", "H", "H", "H", "H", "H", "H", "H", "H", "C", "O", "C", "C", "O", "C", "H", "H", "H", "H", "H", "H", "H", "H", "H", "H", "C", "O", "C", "C", "O", "C", "H", "H", "H", "H", "H", "H", "H", "H", "H", "H"],
  "coordinates": [[-4.33523, -6.69688, 21.53308], [-5.80534, -1.34927, 24.56917], [-6.63359, -2.52700, 24.52179], [-6.17804, -3.50953, 23.56118], [-7.06738, -4.66601, 23.61641], [-7.14417, -5.19351, 24.90321], [-5.87922, -5.93329, 25.28922], [-5.92102, -0.70648, 23.69651], [-4.75191, -1.62517, 24.52168], [-5.88308, -0.75120, 25.47712], [-5.13196, -3.79957, 23.65954], [-6.25831, -3.12646, 22.54387], [-6.56804, -5.38836, 22.97069], [-8.06532, -4.41314, 23.25827], [-5.76163, -6.86270, 24.73202], [-6.04638, -6.30661, 26.29957], [-4.95006, -5.37197, 25.19084], [-6.71258, -8.48246, 19.90728], [-6.81898, -7.19966, 19.27246], [-7.87843, -6.41175, 19.68208], [-7.77820, -4.94956, 19.13118], [-6.46490, -4.42604, 19.23103], [-6.51230, -3.03029, 19.20666], [-6.24626, -9.16476, 19.19657], [-7.71753, -8.90446, 19.91634], [-6.30448, -8.62417, 20.90801], [-7.86267, -6.29091, 20.76525], [-8.83615, -6.88555, 19.46671], [-8.38407, -4.28146, 19.74327], [-8.25807, -4.94848, 18.15249], [-7.02282, -2.50785, 20.01568], [-6.79677, -2.73530, 18.19662], [-5.47246, -2.70743, 19.25745], [-3.21301, -3.45571, 20.94893], [-3.14000, -4.07944, 19.62659], [-2.32959, -3.41816, 18.68954], [-3.21821, -2.59659, 17.80745], [-4.22846, -3.34405, 17.09598], [-4.90402, -2.48385, 16.23049], [-3.54703, -2.42568, 20.82414], [-2.23922, -3.41517, 21.43695], [-3.91625, -3.89600, 21.65582], [-1.81540, -4.13725, 18.05187], [-1.50102, -2.85881, 19.12392], [-2.54613, -2.05983, 17.13790], [-3.56142, -1.77081, 18.43067], [-5.90890, -2.74395, 15.89785], [-4.22574, -2.50194, 15.37743], [-4.99461, -1.54838, 16.78256]],
  "multiplicity": 2,
  "orbital_gap_ev": [1.916, 6.952],
  "total_charge": -2,
  "s_squared": 0.750
}

***

Entry 2:
{
  "formula": "C12H30F4Li3N3O17S4",
  "method": "the ωB97M-V functional and the def2-TZVPD basis",
  "elements": ["Li", "Li", "Li", "N", "S", "O", "O", "F", "S", "O", "O", "F", "N", "S", "O", "O", "F", "S", "O", "O", "F", "N", "O", "O", "O", "C", "O", "C", "C", "O", "C", "H", "H", "H", "H", "H", "H", "H", "H", "H", "H", "C", "O", "C", "C", "O", "C", "H", "H", "H", "H", "H", "H", "H", "H", "H", "H", "C", "O", "C", "C", "O", "C", "H", "H", "H", "H", "H", "H", "H", "H", "H", "H"],
  "coordinates": [[-0.73589, 1.35974, -0.54428], [2.13947, 1.38981, -0.55635], [3.52149, -2.60446, 0.59495], [-2.01992, 0.27198, 4.13324], [-0.95364, -0.04578, 2.79146], [-0.98453, 0.79362, 1.57760], [-0.63772, -1.42990, 2.70738], [0.31976, 0.58955, 3.61016], [-3.02361, 1.06891, 3.34008], [-3.64768, 0.41456, 2.20996], [-2.81246, 2.53055, 3.33762], [-4.10923, 1.10390, 4.49882], [0.73041, 2.75156, -0.58798], [0.60917, 3.82137, -1.98933], [1.80215, 4.57264, -2.44320], [-0.78665, 4.13457, -2.37553], [0.83537, 2.52716, -2.90994], [0.69384, 4.01140, 0.32679], [-0.53290, 4.86557, 0.40727], [1.99868, 4.59923, 0.65575], [0.47900, 3.15445, 1.74490], [1.52879, -1.04395, 0.05581], [0.64266, -0.19873, -0.26419], [2.66780, -0.61018, 0.33563], [1.42258, -2.21315, 0.13408], [-0.66778, -7.13476, 3.29619], [-0.88488, -5.84268, 2.74208], [-1.58192, -6.08771, 1.44643], [-1.55299, -4.74901, 0.62569], [-2.18356, -3.74085, 1.24567], [-2.61086, -2.60732, 0.43787], [-0.05722, -7.83080, 2.72100], [-1.62037, -7.55473, 3.61916], [-0.03380, -6.97744, 4.16878], [-2.64873, -6.25436, 1.59563], [-1.16811, -6.93348, 0.89732], [-1.95768, -4.80161, -0.38504], [-0.50742, -4.44281, 0.59213], [-3.12544, -2.87712, -0.48437], [-1.66514, -2.11080, 0.22065], [-3.20043, -1.98361, 1.10980], [-0.77607, -0.70950, -2.90161], [-1.29304, 0.39445, -2.23165], [-2.74611, 0.36671, -2.19639], [-3.09996, 1.85087, -2.07364], [-2.51989, 2.39469, -0.89973], [-3.35774, 3.04340, 0.03092], [0.26841, -0.48636, -3.11929], [-1.30899, -0.87447, -3.83803], [-0.88618, -1.61905, -2.31110], [-3.11038, -0.21042, -1.34649], [-3.18243, -0.04951, -3.10440], [-4.18774, 1.91120, -2.03906], [-2.74039, 2.33967, -2.97911], [-3.84599, 3.95666, -0.30913], [-2.84204, 3.27957, 0.96171], [-4.14135, 2.33526, 0.30035], [3.30018, 0.44045, -3.44125], [3.33030, 1.36353, -2.41205], [4.58870, 1.52705, -1.74428], [4.50448, 2.58622, -0.66856], [3.82470, 2.00391, 0.46292], [4.07192, 2.62017, 1.68286], [2.47059, 0.71858, -4.09128], [3.05514, -0.55990, -3.08438], [4.24875, 0.42234, -3.97790], [5.30217, 1.84575, -2.50420], [5.15112, 0.67585, -1.36056], [4.04989, 3.47177, -1.11270], [5.56273, 2.79332, -0.50948], [5.07922, 2.39466, 2.03296], [3.44462, 2.17810, 2.45691], [4.10477, 3.70967, 1.68792]],
  "multiplicity": 1,
  "orbital_gap_ev": 6.658
}

***

Entry 3:
{
  "formula": "C12H30F6KN3O20P2S6",
  "method": "the ωB97M-V functional and the def2-TZVPD basis",
  "elements": ["K", "N", "S", "O", "O", "F", "S", "O", "O", "F", "N", "S", "O", "O", "F", "S", "O", "O", "F", "N", "S", "O", "O", "F", "S", "O", "O", "F", "C", "C", "O", "P", "O", "O", "C", "C", "O", "C", "C", "H", "H", "H", "H", "H", "H", "H", "H", "H", "H", "H", "H", "H", "H", "H", "C", "C", "O", "P", "O", "O", "C", "C", "O", "C", "C", "H", "H", "H", "H", "H", "H", "H", "H", "H", "H", "H", "H", "H", "H", "H"],
  "coordinates": [[1.30127, 2.25842, -1.01629], [4.17051, 1.14161, 4.83537], [4.78034, 0.38466, 3.70202], [5.01054, 1.03192, 2.42418], [4.62091, -1.05406, 3.78869], [6.32204, 0.41616, 4.32300], [2.60459, 1.20853, 4.06717], [1.80617, -0.01274, 4.18852], [2.52878, 2.00986, 2.84787], [1.97052, 2.14346, 5.19604], [1.83239, 6.23842, -0.32434], [3.03445, 6.84052, 0.62965], [3.20177, 6.43108, 2.06856], [3.44667, 8.22305, 0.33646], [4.20376, 6.01401, -0.08692], [0.67565, 6.78473, 0.41007], [0.56640, 8.20769, 0.19456], [0.26290, 6.24721, 1.69018], [-0.44159, 6.04306, -0.50920], [0.21920, 2.03055, -4.74292], [-1.20021, 2.74645, -5.40239], [-2.25089, 1.78427, -5.87604], [-0.97203, 3.98524, -6.20590], [-1.82933, 3.20814, -4.02534], [0.56910, 1.50831, -6.13297], [0.98517, 2.54874, -7.10930], [0.02398, 0.32094, -6.72237], [2.06508, 1.06591, -5.64977], [1.51931, -6.18322, 0.16406], [1.59865, -4.87400, 0.92735], [2.81798, -4.15270, 0.61276], [2.72320, -3.01048, -0.52361], [2.50093, -1.65353, 0.08225], [4.05272, -3.14161, -1.42321], [4.97258, -2.12559, -1.58504], [6.22703, -2.82858, -2.19223], [1.62621, -3.57184, -1.56007], [1.78532, -3.19535, -2.89492], [2.36056, -4.33774, -3.78121], [0.48159, -6.32882, -0.13601], [2.00867, -6.00779, -0.79400], [1.93129, -7.07311, 0.63993], [0.78084, -4.15385, 0.90142], [1.60190, -5.18889, 1.97086], [4.55585, -1.27574, -2.12559], [5.18886, -1.71008, -0.60083], [6.36936, -3.71773, -1.57801], [6.02741, -2.86988, -3.26300], [7.07510, -2.16237, -2.03393], [0.92642, -2.99204, -3.53449], [2.38239, -2.30731, -3.10230], [2.71081, -5.09916, -3.08432], [1.55496, -4.83692, -4.31967], [3.13637, -3.98559, -4.46108], [-4.74568, -2.68638, -0.06125], [-4.98089, -1.10239, 0.04422], [-4.48526, -0.49855, 1.23779], [-4.12513, 1.08215, 1.37105], [-2.80860, 1.32852, 0.82272], [-5.46513, 1.74959, 0.72785], [-6.59439, 1.96565, 1.54978], [-6.42948, 3.38558, 2.17369], [-4.26819, 1.39822, 2.97305], [-3.39415, 0.53459, 3.84787], [-4.24847, -0.51472, 4.76866], [-3.66315, -2.75707, 0.04478], [-5.34710, -3.26375, 0.64092], [-4.98764, -3.10592, -1.03775], [-4.60904, -0.87136, -0.95400], [-6.03494, -0.85051, -0.07253], [-7.47067, 1.85658, 0.91077], [-6.74425, 1.09673, 2.19057], [-5.91511, 4.03683, 1.46701], [-7.35560, 3.78823, 2.58392], [-5.73400, 3.29325, 3.00788], [-2.61810, 0.21516, 3.15231], [-2.82308, 1.15930, 4.53468], [-4.96002, 0.11356, 5.30443], [-4.91298, -1.12183, 4.15390], [-3.70342, -1.20365, 5.41395]],
  "multiplicity": 1,
  "orbital_gap_ev": 8.339,
  "total_charge": -2,
  "e_above_lowest_kj_mol": 644.6
}

***

Entry 4:
{
  "formula": "C12H30FeO6",
  "method": "the ωB97M-V functional and the def2-TZVPD basis",
  "elements": ["Fe", "C", "C", "O", "H", "H", "H", "H", "H", "C", "C", "O", "H", "H", "H", "H", "H", "C", "C", "O", "H", "H", "H", "H", "H", "C", "C", "O", "H", "H", "H", "H", "H", "C", "C", "O", "H", "H", "H", "H", "H", "C", "C", "O", "H", "H", "H", "H", "H"],
  "coordinates": [[-0.12565, 0.04109, 0.02013], [-1.41096, -3.39979, -2.08415], [-1.39677, -1.97541, -2.49114], [-1.09185, -1.02158, -1.50892], [-1.58283, -4.02888, -2.95754], [-2.28975, -3.60309, -1.47219], [-0.49745, -3.82224, -1.66568], [-2.35322, -1.71242, -2.94295], [-0.76223, -1.87134, -3.37127], [1.63844, 3.36084, -2.41735], [0.58233, 2.21443, -2.52398], [0.73003, 1.35944, -1.42356], [1.78433, 4.09183, -1.62207], [1.54003, 3.86679, -3.37778], [2.67112, 3.04420, -2.56372], [0.79049, 1.67022, -3.44518], [-0.38399, 2.71447, -2.45853], [-4.23178, 2.34232, 0.19309], [-2.71252, 2.52305, 0.08539], [-2.02261, 1.27230, 0.25115], [-4.67077, 1.43454, -0.22078], [-4.79337, 3.11552, -0.33120], [-4.68565, 2.39478, 1.18271], [-2.36082, 3.33946, 0.71615], [-2.46190, 2.89879, -0.90664], [2.33912, 2.53062, 3.00397], [1.19509, 2.45971, 2.03468], [0.46582, 1.29727, 1.71817], [1.97200, 2.28845, 4.00130], [2.71680, 3.55248, 3.03935], [3.09726, 1.85721, 2.60417], [1.50025, 2.96424, 1.11793], [0.44078, 3.14567, 2.42012], [-0.81577, -3.58982, 2.14530], [-1.66134, -2.49384, 1.68889], [-0.93635, -1.28643, 1.40948], [-0.13164, -3.29971, 2.94274], [-0.19377, -3.88696, 1.30095], [-1.51162, -4.37584, 2.43866], [-2.23012, -2.29390, 2.59697], [-2.35899, -2.72900, 0.88509], [4.01912, -2.08942, 0.11929], [2.50757, -2.12016, 0.36641], [1.83392, -0.96014, -0.02677], [4.23325, -1.61831, -0.84004], [4.71617, -2.92320, 0.20318], [4.38245, -1.35700, 0.84015], [2.43236, -2.31640, 1.43596], [2.08501, -3.00482, -0.10994]],
  "multiplicity": 6,
  "orbital_gap_ev": [5.294, 5.103],
  "total_charge": -3,
  "s_squared": 8.758,
  "e_above_lowest_kj_mol": 254.4
}

***

Taking the records one at a time from the top gives electronic energy values of -1386.5869 -3933.1677 -6415.3772 -2189.9537 Ha.